This record from OMol25 describes an isolated molecule of S2 in a non-equilibrium geometry. The level of theory is the ωB97M-V functional and the def2-TZVPD basis.

Properties
DFT total energy in Eh: -796.31322
Highest occupied orbital energy in eV: -8.62
LUMO level in eV: -2.89
ΔE to the lowest compared entry with this formula, charge and spin in kcal/mol: 4.86

Structure (XYZ):
```
2
Properties=species:S:1:pos:R:3:nbo_charge:R:1
S 0.0000 0.0000 1.0023 0.0000
S 0.0000 0.0000 -1.0023 0.0000
```

***

This record from OMol25 describes an isolated molecule of S2 in a non-equilibrium geometry. The level of theory is the ωB97M-V functional and the def2-TZVPD basis.

Properties
DFT total energy in Eh: -796.29165
Highest occupied orbital energy in eV: -8.97
LUMO level in eV: -3.28
ΔE to the lowest compared entry with this formula, charge and spin in kcal/mol: 18.40

Structure (XYZ):
```
2
Properties=species:S:1:pos:R:3:nbo_charge:R:1
S -0.2648 -0.0849 1.0355 0.0000
S 0.2648 0.0849 -1.0355 0.0000
```